Below is 7 unconnected molecules or ions with the total composition C48H47INO13 in a non-equilibrium geometry, with properties calculated with ωB97M-V/def2-TZVPD.

E_HOMO (spin up / spin down) = -8.9 / -9.2 eV
LUMO energy (spin up / spin down) = -1.83 / -1.83 eV
orbital gap (spin up / spin down) = 7.1 / 7.4 eV

```
! RIJCOSX wB97M-V def2-TZVPD def2/J DEFGRID3
* xyz 0 2
I 6.247 3.931 2.010
O -4.008 -5.819 -1.222
O 4.729 -9.429 -3.003
O -1.748 -2.567 -4.740
O -5.534 -3.034 -11.019
O -3.495 7.295 5.004
O -1.516 2.564 5.266
O 2.755 -0.585 1.529
O 3.704 -4.431 -1.581
O -5.151 -1.360 -6.012
O 1.216 -0.598 -8.438
O 2.358 -4.844 -5.491
O -0.011 -5.015 0.657
O -3.071 10.884 8.870
N -0.815 2.973 4.254
C 3.295 3.671 2.594
C 2.100 -3.869 -6.173
C 2.184 -2.302 0.028
C -3.167 10.062 7.983
C -0.919 0.819 3.086
C -6.462 -2.422 -7.652
C 4.766 -6.465 -1.055
C 3.410 -6.139 -3.170
C -2.969 8.619 8.250
C -3.489 10.464 6.595
C -5.446 -2.650 -9.872
C 1.490 -3.417 -0.190
C -1.140 5.389 4.464
C 0.041 1.836 3.841
C -0.082 4.211 4.579
C 1.065 4.565 3.592
C -2.066 -4.683 -1.903
C -3.597 9.561 5.622
C 1.254 -2.184 2.380
C 2.267 -2.697 -8.316
C -3.490 -5.074 -2.026
C 1.480 -1.570 -7.763
C 4.904 2.998 4.541
C 0.560 -3.299 2.161
C -3.687 -3.705 -4.051
C 4.580 2.916 3.031
C 2.036 3.336 3.437
C 2.554 -3.767 -7.577
C 0.625 -3.999 0.859
C -6.556 -2.844 -8.912
C -1.498 -3.865 -2.789
C 5.022 -7.722 -1.413
C 2.120 -1.602 1.329
C 3.667 -7.397 -3.526
C 4.493 -8.284 -2.678
C -4.226 -1.972 -9.380
C 1.154 2.195 2.822
C 0.471 4.303 6.035
C -5.241 -1.743 -7.161
C 1.318 -2.745 -5.620
C -4.256 -4.522 -3.166
C 1.029 -1.675 -6.357
C -2.265 -3.314 -3.930
C 0.630 1.004 5.035
C -3.078 7.716 7.276
C -4.131 -1.550 -8.120
C -3.399 8.118 5.888
C 3.940 -5.581 -1.908
H -1.052 6.114 5.281
H -7.263 -2.553 -6.935
H 3.084 3.387 1.546
H -1.520 -5.095 -1.063
H -0.459 -3.568 -2.718
H 4.128 2.490 5.149
H 0.794 5.355 6.169
H 5.850 2.467 4.738
H 4.595 1.869 2.692
H -2.141 4.923 4.486
H -1.880 1.332 2.903
H 1.772 1.314 2.558
H 4.972 4.030 4.919
H 1.375 0.322 4.572
H 1.588 5.490 3.874
H -1.053 5.847 3.464
H 0.996 -2.840 -4.592
H -3.248 -1.051 -7.741
H -3.425 -1.840 -10.096
H -2.734 8.345 9.270
H 1.219 -1.657 3.325
H -5.294 -4.818 -3.238
H -3.629 11.523 6.420
H 1.362 3.688 6.233
H 1.186 1.609 5.764
H -4.229 -3.292 -4.890
H 2.801 -5.472 -3.779
H 3.503 4.755 2.657
H -7.440 -3.343 -9.290
H 2.297 3.012 4.458
H -3.832 9.835 4.601
H -2.937 6.657 7.451
H 5.144 -6.036 -0.136
H 1.525 -3.943 -1.132
H 3.126 -4.601 -7.963
H 0.599 4.719 2.596
H 2.821 -1.862 -0.727
H 0.660 2.604 1.918
H -0.305 4.144 6.801
H 3.287 -7.825 -4.445
H -0.127 0.353 5.493
H -0.496 0.559 2.101
H -0.079 -3.741 2.916
H 2.589 -2.602 -9.345
H 5.623 -8.386 -0.804
H -1.156 -0.060 3.702
H 0.457 -0.844 -5.968
*
```

Löwdin atomic charge list, values in e, 4 entries: 0.7502 0.1163 0.1073 0.0917

Below is a molecular structure, C26H20BrGaN7O4S, with properties calculated with ωB97M-V/def2-TZVPD.

E_HOMO = -9.8 eV
LUMO energy = -4.12 eV
orbital gap = 5.7 eV

```
! RIJCOSX wB97M-V def2-TZVPD def2/J DEFGRID3
* xyz 1 1
Br 3.601 -0.660 -0.938
Ga 0.687 -0.849 -0.427
S 0.192 2.625 1.494
O 0.842 2.994 0.246
O -2.329 -0.002 1.895
O 0.471 3.356 2.706
O -1.060 -0.619 0.160
N 1.671 0.381 0.659
N 0.642 0.126 -2.226
N -5.598 3.328 0.578
N 0.849 -1.822 3.683
N -0.040 -0.190 2.247
N 0.361 -2.429 -1.689
N 1.026 -2.126 1.349
C 0.748 1.451 -2.353
C -3.676 3.472 2.018
C 3.259 1.144 2.787
C 0.302 -2.101 -2.991
C 2.159 -3.609 2.814
C -2.101 2.396 -0.003
C -4.256 3.142 0.786
C 0.607 -1.446 2.440
C 0.350 -0.644 -3.282
C 1.603 -2.904 3.869
C 0.223 -3.707 -1.316
C 3.029 0.328 0.601
C 1.005 0.819 1.845
C 1.829 -3.176 1.552
C 0.088 -4.725 -2.235
C 1.931 1.116 2.964
C 0.089 -0.091 -4.516
C 0.518 2.069 -3.571
C -3.447 2.593 -0.220
C 0.100 -4.404 -3.583
C 0.195 -3.075 -3.965
C -2.331 3.267 2.239
C -1.268 -0.256 1.416
C 3.878 0.736 1.546
C -1.542 2.733 1.224
C 0.168 1.291 -4.658
H 3.905 1.415 3.613
H 0.195 -3.896 -0.255
H -6.129 3.865 1.238
H -0.053 1.748 -5.614
H 1.468 1.329 3.915
H 0.024 -5.180 -4.332
H -5.975 3.251 -0.346
H 0.187 -2.803 -5.011
H -1.878 3.514 3.191
H -3.891 2.315 -1.170
H -0.023 -5.746 -1.898
H -4.295 3.892 2.804
H 2.813 -4.456 2.966
H -1.488 1.967 -0.785
H 4.950 0.676 1.429
H 1.772 -3.200 4.898
H 0.609 3.144 -3.646
H 2.218 -3.667 0.669
H 0.995 2.010 -1.455
H -0.181 -0.713 -5.359
*
```

Löwdin atomic charge list, values in e, 4 entries: 0.8676 0.3234 0.8003 -0.3320

Below is a molecular structure, C4H20AgO12P in a non-equilibrium geometry, with properties calculated with ωB97M-V/def2-TZVPD.

ΔE to the lowest compared entry with this formula, charge and spin = 0.00 kcal per mole
E_HOMO (spin up / spin down) = -6.3 / -6.3 eV
LUMO energy (spin up / spin down) = -0.05 / -1.08 eV
orbital gap (spin up / spin down) = 6.2 / 5.2 eV

```
! RIJCOSX wB97M-V def2-TZVPD def2/J DEFGRID3
* xyz -1 2
Ag 1.204 3.097 -2.496
P 0.425 1.063 -0.877
O 3.636 0.376 -3.464
O -0.449 1.729 2.631
O -3.365 -0.719 -0.358
O 1.946 -0.183 2.971
O 1.633 1.072 -1.923
O -1.192 -2.469 -1.510
O 0.010 2.572 -0.883
O 2.536 2.922 1.186
O 0.890 0.622 0.481
O 0.886 -2.287 0.682
O -0.883 0.118 -4.085
O -0.714 0.192 -1.372
C -0.203 0.846 3.695
C -3.204 -2.141 -0.229
C -2.563 -2.736 -1.451
C 1.280 0.606 3.947
H -2.507 -0.303 -0.538
H -0.867 0.089 -3.077
H 0.831 -1.340 0.460
H 0.102 -2.659 0.256
H 1.739 2.486 0.817
H -0.995 -1.499 -1.475
H 1.674 0.093 2.072
H -0.537 0.985 -4.310
H -2.615 -2.284 0.687
H 2.840 0.787 -3.038
H 2.991 3.301 0.429
H 1.849 1.545 3.999
H -4.210 -2.476 0.042
H -2.669 -3.828 -1.416
H -3.076 -2.436 -2.371
H 3.451 0.367 -4.409
H 0.021 1.313 1.879
H -0.617 -0.156 3.511
H -0.613 1.239 4.626
H 1.335 0.092 4.914
*
```

Löwdin atomic charge list, values in e, 4 entries: 0.9212 0.0615 -0.0952 -0.0757

Below is 2 unconnected molecules or ions with the total composition C2H3BrFNO2 in a non-equilibrium geometry, with properties calculated with ωB97M-V/def2-TZVPD.

ΔE to the lowest compared entry with this formula, charge and spin = 22.37 kcal per mole
E_HOMO = -9.8 eV
SMILES string = C=C(F)Br.O=NO
LUMO energy = -0.24 eV
orbital gap = 9.6 eV

```
! RIJCOSX wB97M-V def2-TZVPD def2/J DEFGRID3
* xyz 0 1
Br -2.346 -1.227 -0.476
F -1.597 -0.040 1.850
O 1.544 -1.170 0.325
O 2.608 0.570 -0.475
N 1.865 -0.330 -0.782
C -1.515 0.090 0.448
C -0.791 1.093 -0.042
H 1.093 -1.966 -0.203
H -0.044 1.621 0.519
H -0.818 1.359 -1.164
*
```

Löwdin atomic charge list, values in e, 4 entries: 0.8266 -0.0683 -0.0702 0.0153

Below is CH2F2O3 in the gas phase in a non-equilibrium geometry, with properties calculated with ωB97M-V/def2-TZVPD.

ΔE to the lowest compared entry with this formula, charge and spin = 6.10 kcal per mole
E_HOMO = -10.9 eV
SMILES string = OOC(O)(F)F
LUMO energy = 0.67 eV
orbital gap = 11.5 eV

```
! RIJCOSX wB97M-V def2-TZVPD def2/J DEFGRID3
* xyz 0 1
F 0.880 -0.703 1.095
F 0.709 -0.715 -1.074
O 1.215 1.209 0.055
O -1.573 -0.775 0.178
O -0.937 0.389 0.032
C 0.563 0.059 0.023
H 0.551 1.881 0.268
H -1.408 -1.345 -0.577
*
```

Löwdin atomic charge list, values in e, 4 entries: 0.1443 0.1410 0.1748 -0.0175

Below is 2 unconnected molecules or ions with the total composition C16H25N3O5 in a non-equilibrium geometry, with properties calculated with ωB97M-V/def2-TZVPD.

ΔE to the lowest compared entry with this formula, charge and spin = 4.26 kcal per mole
E_HOMO = -8.3 eV
SMILES string = CNC(=O)[C@H](CO)NC(C)=O.CCC(=O)Nc1ccc(C)cc1O
LUMO energy = 0.49 eV
orbital gap = 8.8 eV

```
! RIJCOSX wB97M-V def2-TZVPD def2/J DEFGRID3
* xyz 0 1
O -0.791 -2.293 -1.181
O 0.820 1.700 0.257
O 2.546 -0.358 -0.045
O -4.468 -3.808 -3.721
O -3.088 1.036 -0.981
N 2.236 1.664 2.037
N -2.179 -1.819 0.443
N -3.276 -2.124 -2.939
C 7.263 0.800 -0.582
C -2.709 -1.152 -1.985
C 3.594 0.417 0.367
C -1.537 2.205 1.667
C -0.181 2.194 2.380
C -1.852 -1.778 -0.858
C -4.721 -3.437 -1.405
C 4.835 0.219 -0.239
C 4.563 2.157 1.741
C 5.944 0.995 0.116
C -3.713 -0.042 -1.646
C 3.442 1.406 1.364
C 0.988 1.826 1.464
C -3.367 -1.357 1.164
C 5.799 1.964 1.114
C -4.132 -3.131 -2.764
H 0.006 3.184 2.805
H -2.334 2.473 2.367
H -3.454 -0.273 1.113
H -4.151 0.331 -2.573
H -0.221 1.474 3.202
H -1.464 -2.263 1.001
H -4.270 -1.814 0.763
H 6.652 2.573 1.403
H 4.921 -0.543 -1.007
H 8.093 1.114 0.059
H -1.954 -0.630 -2.574
H 2.309 1.958 3.004
H -2.450 1.454 -1.570
H -4.520 -0.435 -1.031
H -3.923 -3.690 -0.712
H -5.298 -2.586 -1.058
H -1.540 2.929 0.845
H 7.289 1.390 -1.503
H -5.384 -4.297 -1.502
H -2.920 -2.076 -3.881
H 1.743 0.210 -0.070
H 7.407 -0.255 -0.837
H -1.748 1.212 1.262
H -3.283 -1.638 2.215
H 4.478 2.915 2.511
*
```

Löwdin atomic charge list, values in e, 4 entries: 0.0553 0.0516 0.0463 0.0416